1.
DFT (ωB97M-V/def2-TZVPD) results for a cluster of 6 separate species, C25H63B2ClO10PS in total.

Computed properties:
LUMO energy = 2.18 eV
Charge = -1
E_HOMO = -4.0 eV
Spin multiplicity = 1
Electronic energy = -81426.0054 eV

Atoms and positions in Å:
1 C -0.7647 1.5384 3.5148
2 B -0.6288 2.2773 2.1153
3 O -1.3846 3.4438 1.9843
4 B 0.3106 1.5645 0.8620
5 S 2.1387 1.2180 1.6023
6 O -0.3373 0.2441 0.4560
7 C -0.8263 0.4360 -0.8006
8 O -2.0707 1.1951 -0.6510
9 C -1.1963 -0.8559 -1.5276
10 C -2.3407 -1.5757 -0.7869
11 C -2.0788 -3.0517 -0.4810
12 Cl -3.0430 -4.1630 -1.5187
13 C 0.2151 1.3677 -1.4673
14 C 1.5007 0.7241 -2.0540
15 C 2.0796 -0.6305 -1.5559
16 C 3.5239 -0.4780 -1.0432
17 C 2.0958 -1.6362 -2.7379
18 P -0.4583 2.4408 -2.8415
19 O 0.0876 3.8223 -2.8826
20 O 0.4403 2.2911 -0.4388
21 H -0.5688 0.4665 3.3630
22 H -0.0248 1.8782 4.2434
23 H -1.7845 1.6205 3.9054
24 H -2.2275 3.3098 2.4254
25 H 2.5848 2.4592 1.3819
26 H -2.6139 1.0428 -1.4264
27 H -0.3307 -1.5142 -1.5736
28 H -1.4903 -0.6065 -2.5536
29 H -2.5189 -1.0646 0.1614
30 H -3.2664 -1.5147 -1.3638
31 H -2.3613 -3.2991 0.5403
32 H -1.0264 -3.3081 -0.6066
33 H 2.2750 1.4837 -1.9059
34 H 1.3709 0.6385 -3.1370
35 H 1.4712 -1.0774 -0.7713
36 H 4.1084 -1.3650 -1.3189
37 H 4.0146 0.3786 -1.5133
38 H 3.5761 -0.3733 0.0376
39 H 1.9821 -2.6584 -2.3683
40 H 1.2945 -1.4407 -3.4503
41 H 3.0578 -1.5958 -3.2612
42 H -1.8682 2.4022 -2.8291
43 H -0.1540 1.7344 -4.0276
44 C 4.3187 4.6925 -2.2533
45 C 3.4085 5.8961 -2.4616
46 C 2.6357 6.2235 -1.1910
47 O 2.5110 5.6651 -3.5393
48 H 3.7197 3.8166 -1.9901
49 H 4.8674 4.4658 -3.1691
50 H 5.0359 4.8684 -1.4488
51 H 4.0101 6.7592 -2.7621
52 H 1.9972 5.3803 -0.9141
53 H 1.9913 7.0884 -1.3524
54 H 3.3100 6.4376 -0.3586
55 H 1.9568 4.9145 -3.2722
56 C 2.1734 -6.9208 -1.2844
57 C 1.2585 -5.7167 -1.4441
58 C -0.1887 -6.1348 -1.6429
59 O 1.6933 -4.8985 -2.5317
60 H 2.1345 -7.5444 -2.1827
61 H 3.2057 -6.6007 -1.1417
62 H 1.8758 -7.5317 -0.4311
63 H 1.3424 -5.0782 -0.5624
64 H -0.2811 -6.7407 -2.5506
65 H -0.8346 -5.2645 -1.7560
66 H -0.5559 -6.7240 -0.8016
67 H 1.6298 -5.4268 -3.3352
68 C -1.4759 -4.2550 -6.0115
69 C -0.4763 -3.1268 -5.8021
70 C 0.9460 -3.5712 -6.1113
71 O -0.5624 -2.6196 -4.4786
72 H -1.2484 -5.0868 -5.3377
73 H -2.4870 -3.9140 -5.7892
74 H -1.4485 -4.6272 -7.0374
75 H -0.7388 -2.2847 -6.4460
76 H 1.2377 -4.3851 -5.4412
77 H 1.6451 -2.7498 -5.9562
78 H 1.0387 -3.9244 -7.1400
79 H -0.3204 -3.3220 -3.8615
80 C 0.3612 1.2689 8.4629
81 C 1.2498 2.0433 7.5002
82 C 2.3173 2.8385 8.2378
83 O 0.4693 2.8938 6.6727
84 H -0.1617 1.9599 9.1316
85 H -0.3887 0.7032 7.9101
86 H 0.9434 0.5767 9.0739
87 H 1.7286 1.3471 6.8096
88 H 1.8493 3.5731 8.9006
89 H 2.9444 3.3775 7.5279
90 H 2.9521 2.1881 8.8422
91 H 0.0187 3.5370 7.2295
92 C -5.5657 0.3693 4.2956
93 C -5.1060 1.7632 3.8942
94 C -6.2225 2.5496 3.2226
95 O -3.9651 1.6861 3.0503
96 H -5.8673 -0.1964 3.4092
97 H -4.7525 -0.1727 4.7782
98 H -6.4153 0.4118 4.9798
99 H -4.7641 2.3019 4.7804
100 H -6.5421 2.0417 2.3082
101 H -5.8740 3.5451 2.9475
102 H -7.0888 2.6505 3.8791
103 H -4.2084 1.2142 2.2454

***

2.
DFT (ωB97M-V/def2-TZVPD) results for a cluster of 5 separate species, C25H63IN7O4 in total at a distorted geometry.

Computed properties:
LUMO energy = -2.39 eV
Charge = +1
E_HOMO = -10.5 eV
Spin multiplicity = 1
Electronic energy = -53660.7515 eV

Atoms and positions in Å:
1 C 2.6301 0.4418 1.8980
2 C 2.3208 1.0127 0.5053
3 C 1.3699 0.1688 -0.3178
4 N -0.0534 0.1024 0.1286
5 C -0.6170 1.2772 0.4623
6 N -0.4383 2.2858 -0.3700
7 C -0.9008 3.6556 -0.1384
8 C -2.3298 3.9016 -0.5822
9 N -1.3270 1.5244 1.5740
10 C -1.6677 0.3771 2.4498
11 C -0.6416 -0.7026 2.4149
12 C -0.3747 -1.0491 0.9678
13 I -2.0522 -2.1769 0.1679
14 H 2.0514 0.9941 2.6297
15 H 2.3271 -0.5948 1.9772
16 H 3.6628 0.5811 2.1638
17 H 2.0266 2.0520 0.5943
18 H 3.2506 1.0194 -0.0482
19 H 1.7771 -0.8244 -0.3821
20 H 1.3772 0.5436 -1.3362
21 H 0.0541 2.1336 -1.2350
22 H -0.7361 3.9156 0.8982
23 H -0.2571 4.2933 -0.7253
24 H -3.0356 3.3959 0.0654
25 H -2.4899 3.6625 -1.6223
26 H -2.5262 4.9572 -0.4571
27 H -2.2054 1.9813 1.3599
28 H -1.8609 0.7212 3.4536
29 H -2.6061 -0.0384 2.1039
30 H -1.0728 -1.5631 2.9005
31 H 0.2605 -0.4557 2.9607
32 H 0.4420 -1.7403 0.9210
33 C 8.5906 2.4989 3.5755
34 C 7.8173 1.2710 4.0471
35 C 6.6464 0.8820 3.1329
36 O 5.4966 1.7071 3.2463
37 C 5.5625 2.9261 2.5327
38 N 7.3944 1.4798 5.4345
39 H 8.0672 3.4265 3.8058
40 H 9.5559 2.5464 4.0772
41 H 8.7727 2.4650 2.4993
42 H 8.5119 0.4264 4.0360
43 H 6.3114 -0.1174 3.4235
44 H 6.9651 0.8200 2.0835
45 H 6.1147 2.8234 1.5939
46 H 6.0123 3.7117 3.1441
47 H 4.5379 3.2301 2.3066
48 H 6.9921 0.6208 5.7995
49 H 6.6205 2.1394 5.4313
50 C -6.7132 -2.4984 -1.6395
51 C -5.4573 -2.7425 -2.4711
52 C -5.7175 -3.4174 -3.8240
53 O -5.9916 -4.8017 -3.7493
54 C -7.3242 -5.1477 -3.4085
55 N -4.4903 -3.4995 -1.6657
56 H -7.0667 -3.4070 -1.1542
57 H -6.5063 -1.7756 -0.8496
58 H -7.5227 -2.1012 -2.2540
59 H -5.0175 -1.7641 -2.6889
60 H -4.8049 -3.3392 -4.4221
61 H -6.5083 -2.8994 -4.3815
62 H -8.0426 -4.4361 -3.8236
63 H -7.4537 -5.2163 -2.3264
64 H -7.5252 -6.1321 -3.8294
65 H -3.6148 -3.5622 -2.1805
66 H -4.8161 -4.4621 -1.6171
67 C -1.8993 -7.1162 -7.1933
68 C -3.3000 -6.7043 -6.7497
69 C -3.7966 -5.3933 -7.3778
70 O -3.2282 -4.2148 -6.8310
71 C -1.9469 -3.8768 -7.3275
72 N -3.3469 -6.6571 -5.2866
73 H -1.1239 -6.5432 -6.6855
74 H -1.7263 -8.1654 -6.9562
75 H -1.7701 -6.9894 -8.2701
76 H -3.9876 -7.4882 -7.0799
77 H -4.8684 -5.3116 -7.1798
78 H -3.6720 -5.4025 -8.4686
79 H -1.8432 -4.1371 -8.3842
80 H -1.1548 -4.3604 -6.7509
81 H -1.8274 -2.7980 -7.2225
82 H -4.3085 -6.4954 -4.9953
83 H -2.8579 -5.8142 -4.9960
84 C 1.5754 6.4465 5.6494
85 C 2.7799 6.1342 4.7665
86 C 2.4257 5.3966 3.4674
87 O 2.1247 4.0186 3.6302
88 C 0.8146 3.7428 4.0805
89 N 3.7766 5.4115 5.5610
90 H 1.2366 5.5725 6.2052
91 H 1.8388 7.2063 6.3834
92 H 0.7376 6.8256 5.0599
93 H 3.2213 7.0898 4.4699
94 H 3.3032 5.4253 2.8160
95 H 1.6128 5.9045 2.9300
96 H 0.0935 4.4549 3.6646
97 H 0.7496 3.7486 5.1700
98 H 0.5522 2.7386 3.7380
99 H 4.6330 5.3120 5.0225
100 H 3.4467 4.4580 5.6891

***

3.
DFT (ωB97M-V/def2-TZVPD) results for a structure of composition C25H64CrN5O11 at a distorted geometry.

Computed properties:
LUMO energy (spin up / spin down) = 0.50 / 0.37 eV
Charge = 0
E_HOMO (spin up / spin down) = -4.8 / -8.5 eV
Spin multiplicity = 6
<S²> = 8.75
Electronic energy = -85345.7007 eV

Atoms and positions in Å:
1 Cr 2.9323 -2.5039 -0.9238
2 N -0.1526 -1.2783 -0.2862
3 O -0.7313 -0.2314 -0.1541
4 O -0.7340 -2.2106 -0.8058
5 O 1.0454 -1.4473 -0.0431
6 C -3.4772 -0.2827 -2.7550
7 C -4.1221 -1.4103 -3.4845
8 C -3.9027 -1.2858 -5.0136
9 O -3.7993 -2.6160 -2.9709
10 H -3.7172 -0.3258 -1.6926
11 H -3.8295 0.6280 -3.2394
12 H -2.4143 -0.4947 -2.8702
13 H -5.1971 -1.4930 -3.3243
14 H -2.8679 -1.2400 -5.3530
15 H -4.5080 -0.4568 -5.3803
16 H -4.3733 -2.0635 -5.6151
17 H -3.1781 -2.3707 -2.2814
18 C -0.0816 -3.1787 -4.2519
19 C 1.2651 -2.9787 -3.6548
20 C 1.6247 -1.4861 -3.6120
21 O 2.6121 -1.0730 -2.6859
22 C 2.4513 0.2628 -2.2823
23 N 1.4505 -3.4415 -2.2992
24 H -0.6240 -4.0766 -3.9558
25 H -0.0799 -3.2249 -5.3409
26 H -0.7690 -2.3766 -3.9832
27 H 1.9304 -3.4385 -4.3857
28 H 0.6935 -1.0383 -3.2650
29 H 1.9728 -1.2362 -4.6142
30 H 2.3835 0.8698 -3.1851
31 H 3.3168 0.5653 -1.6929
32 H 1.5341 0.5048 -1.7454
33 H 0.5564 -3.2559 -1.8678
34 H 1.4826 -4.4378 -2.4621
35 C -4.9627 3.4908 6.6529
36 O -4.3734 2.1920 6.7126
37 C -5.0960 1.1929 7.4671
38 C -4.4900 -0.1415 7.2650
39 N -4.4561 -0.6961 5.9226
40 C -3.6526 -1.8713 5.8873
41 C -3.5908 -2.5756 4.5706
42 O -2.3582 -2.2322 3.9063
43 C -2.2872 -2.7503 2.5943
44 H -5.2579 3.8946 7.6213
45 H -5.8369 3.3472 6.0178
46 H -4.2867 4.1503 6.1087
47 H -6.1079 1.2277 7.0635
48 H -5.1305 1.3847 8.5395
49 H -4.9510 -0.8029 7.9986
50 H -3.4253 0.0665 7.3704
51 H -3.9662 0.0252 5.4128
52 H -4.0575 -2.5559 6.6326
53 H -2.6185 -1.7624 6.2141
54 H -4.4320 -2.1472 4.0257
55 H -3.9142 -3.6162 4.5955
56 H -1.5115 -2.2991 1.9756
57 H -3.2255 -2.8602 2.0507
58 H -1.8715 -3.7572 2.5578
59 C 6.0245 2.6512 0.3577
60 O 5.0991 1.5150 0.0725
61 C 4.3811 1.1879 1.2930
62 C 3.3977 0.0160 1.0120
63 N 4.1008 -0.9569 0.1769
64 C 4.8475 -1.9139 1.0320
65 C 3.9946 -2.9212 1.8501
66 O 3.0226 -3.4528 0.9480
67 C 2.1318 -4.2853 1.6138
68 H 7.0141 2.3162 0.6685
69 H 5.8564 3.4680 1.0595
70 H 6.2729 3.0595 -0.6220
71 H 3.9625 2.1420 1.6133
72 H 5.0587 0.8439 2.0744
73 H 2.6228 0.4718 0.3957
74 H 2.8759 -0.3668 1.8891
75 H 4.8861 -0.4023 -0.1326
76 H 5.4862 -1.4697 1.7955
77 H 5.5822 -2.5108 0.4916
78 H 3.3941 -2.3407 2.5506
79 H 4.6304 -3.5984 2.4203
80 H 1.3461 -4.7107 0.9895
81 H 1.5351 -3.7586 2.3585
82 H 2.7509 -5.1291 1.9187
83 C 0.2657 1.2472 -6.0381
84 O 0.4163 1.5616 -4.6733
85 C -0.6638 2.3400 -4.1831
86 C -0.5904 2.6145 -2.6292
87 N 0.1708 3.8285 -2.3063
88 C 0.1239 4.0833 -0.8864
89 C 1.1242 5.2354 -0.6064
90 O 2.3222 4.7216 -1.1183
91 C 3.4291 5.3843 -0.6495
92 H 0.1904 2.1633 -6.6240
93 H -0.6489 0.6726 -6.1842
94 H 1.0613 0.6050 -6.4158
95 H -1.5677 1.7520 -4.3426
96 H -0.8705 3.3078 -4.6401
97 H -0.2457 1.7164 -2.1166
98 H -1.6039 2.7805 -2.2642
99 H 1.1287 3.7311 -2.6112
100 H 0.4903 3.2589 -0.2747
101 H -0.9008 4.3462 -0.6236
102 H 1.1037 5.3432 0.4781
103 H 0.9533 6.1840 -1.1155
104 H 3.5375 5.3608 0.4348
105 H 3.4527 6.3860 -1.0785
106 H 4.2152 4.7406 -1.0442

***

4.
DFT (ωB97M-V/def2-TZVPD) results for a cluster of 7 separate species, C25H65N3O7 in total at a distorted geometry.

Computed properties:
LUMO energy (spin up / spin down) = -2.85 / -7.41 eV
Charge = +1
E_HOMO (spin up / spin down) = -10.8 / -10.8 eV
Spin multiplicity = 2
ΔE to the lowest compared entry with this formula, charge and spin = 2.7 kcal per mole
<S²> = 0.75
Electronic energy = -45769.0855 eV

Atoms and positions in Å:
1 C -23.0377 -19.4558 10.1607
2 C -23.2481 -17.9795 10.3429
3 C -22.9588 -17.1444 9.1259
4 O -23.5742 -17.7660 8.0225
5 C -23.3480 -17.1469 6.7562
6 N -24.4881 -17.7000 11.0188
7 H -23.8224 -19.9007 9.5489
8 H -23.0059 -20.0569 11.0695
9 H -22.1241 -19.6613 9.6028
10 H -22.4407 -17.6541 10.9988
11 H -21.8854 -17.1336 8.9368
12 H -23.2591 -16.1022 9.2342
13 H -23.8804 -16.2019 6.6490
14 H -23.6348 -17.8061 5.9369
15 H -22.2989 -16.9373 6.5477
16 H -24.5726 -18.3107 11.8188
17 H -25.2832 -17.8197 10.4075
18 C -11.6415 -15.2383 7.5098
19 C -12.6420 -16.4151 7.6132
20 C -14.1477 -16.0078 7.8613
21 O -14.3112 -15.5054 9.1904
22 C -15.6315 -15.0207 9.3015
23 N -12.4453 -17.1422 6.3260
24 H -10.5929 -15.5334 7.4714
25 H -11.7599 -14.5304 8.3301
26 H -11.7448 -14.4970 6.7174
27 H -12.3091 -16.9284 8.5152
28 H -14.7724 -16.8956 7.7633
29 H -14.4202 -15.3456 7.0395
30 H -15.6164 -14.3736 10.1784
31 H -16.3540 -15.8367 9.3193
32 H -15.9715 -14.4317 8.4497
33 H -11.5171 -17.3740 6.0023
34 H -12.9741 -17.9971 6.2280
35 C -20.6974 -24.1316 6.8226
36 C -20.1738 -23.8396 8.2489
37 C -20.6638 -24.9995 9.1500
38 C -20.0757 -25.0891 10.5190
39 C -18.5288 -24.9784 10.4456
40 C -17.9107 -23.9196 9.4606
41 N -18.6914 -23.7387 8.1936
42 O -18.3612 -22.5927 7.4774
43 C -17.7473 -22.6215 10.3606
44 C -16.5702 -24.4852 8.9162
45 C -20.9424 -22.5648 8.8069
46 H -20.2926 -25.1047 6.5447
47 H -20.3654 -23.3522 6.1368
48 H -21.7830 -24.2291 6.8243
49 H -21.7424 -25.0567 9.2969
50 H -20.5704 -25.9118 8.5608
51 H -20.3388 -26.0567 10.9464
52 H -20.5206 -24.3064 11.1335
53 H -18.1212 -25.9193 10.0758
54 H -17.9907 -24.9043 11.3907
55 H -17.0306 -22.7739 11.1676
56 H -17.4849 -21.8320 9.6563
57 H -18.6731 -22.3487 10.8671
58 H -15.9627 -23.7643 8.3692
59 H -15.9558 -24.8879 9.7216
60 H -16.7398 -25.2812 8.1912
61 H -21.9883 -22.8216 8.9748
62 H -20.8134 -21.6853 8.1762
63 H -20.5939 -22.2973 9.8044
64 H -17.8755 -22.9159 6.7150
65 C -19.4413 -12.5025 10.8689
66 C -19.9122 -12.6733 9.4681
67 O -20.0535 -11.3999 8.8211
68 H -19.6098 -13.3551 11.5269
69 H -19.9510 -11.6472 11.3125
70 H -18.3833 -12.2669 10.9839
71 H -20.8578 -13.2051 9.5736
72 H -19.2210 -13.3531 8.9699
73 H -19.3607 -11.3781 8.1570
74 C -18.2517 -15.1601 6.0497
75 C -19.6414 -14.6284 6.1970
76 O -20.3603 -15.0846 7.3329
77 H -17.5254 -14.7294 6.7390
78 H -17.8619 -15.1250 5.0324
79 H -18.1283 -16.2147 6.2961
80 H -20.2394 -15.0751 5.4027
81 H -19.7270 -13.5585 6.0069
82 H -20.9151 -14.3308 7.5463
83 C -16.5583 -15.4804 13.6871
84 C -17.2089 -16.2393 12.5056
85 O -18.4713 -15.6607 12.0956
86 H -17.2093 -15.6035 14.5525
87 H -16.4836 -14.3959 13.6073
88 H -15.6459 -15.9660 14.0333
89 H -17.4092 -17.2726 12.7892
90 H -16.4029 -16.1217 11.7814
91 H -18.5819 -15.8643 11.1640
92 C -18.8121 -18.5990 9.9769
93 C -18.6795 -17.5688 8.8377
94 O -19.0959 -16.2738 9.3078
95 H -19.8214 -18.5899 10.3884
96 H -18.1492 -18.3181 10.7953
97 H -18.5762 -19.6024 9.6225
98 H -19.2264 -17.8768 7.9465
99 H -17.6302 -17.5438 8.5438
100 H -19.5072 -15.8076 8.5763